Entry 1:
An isolated molecule of C15H23NO2, computed with ωB97M-V/def2-TZVPD.

As for the energy relative to the best compared isomer or geometry (same formula, charge and spin): 1.780 eV. The calculation puts the lowest unoccupied orbital energy at 0.033 Ha. As for the SMILES: CCOc1ccc(OCCNC2CCCC2)cc1. The HOMO energy comes out at -7.77 eV. The gap between HOMO and LUMO comes out at 8.68 eV. For the largest force on an atom, the calculation gives 0.63 eV/Å.

```
! RIJCOSX wB97M-V def2-TZVPD def2/J DEFGRID3
* xyz 0 1
C 3.99505 3.38776 3.24918
C 3.50408 1.97359 2.98040
O 2.13995 2.05352 2.62422
C 1.46903 0.90208 2.33106
C 2.01849 -0.37551 2.34745
C 1.23661 -1.46841 2.02492
C -0.10412 -1.32318 1.67753
O -0.76066 -2.48967 1.39408
C -2.10435 -2.47868 0.96323
C -2.24286 -2.33166 -0.55696
N -1.93934 -0.98138 -0.98081
C -2.17501 -0.69451 -2.38322
C -1.11074 -1.27217 -3.34658
C -0.18863 -0.09674 -3.65818
C -1.15924 1.07573 -3.75564
C -2.12870 0.83470 -2.59770
C -0.65415 -0.04428 1.66350
C 0.12733 1.04728 1.98615
H 3.87231 3.99776 2.35847
H 3.41782 3.83281 4.05488
H 5.04465 3.36893 3.52852
H 4.08338 1.52109 2.16266
H 3.62506 1.35330 3.88003
H 3.05238 -0.53647 2.60890
H 1.65760 -2.46157 2.03795
H -2.68378 -1.70253 1.47108
H -2.49600 -3.45778 1.25633
H -3.28273 -2.54158 -0.82702
H -1.60632 -3.09784 -1.03271
H -0.97326 -0.76007 -0.75631
H -3.16561 -1.09389 -2.62291
H -1.58739 -1.62254 -4.26305
H -0.57892 -2.11238 -2.89980
H 0.50819 0.06588 -2.83337
H 0.38730 -0.24679 -4.57058
H -0.66198 2.04187 -3.68381
H -1.69038 1.03219 -4.70806
H -3.11661 1.24461 -2.79783
H -1.75212 1.29730 -1.68507
H -1.68278 0.11896 1.38540
H -0.29355 2.04028 1.97368
*
```

Entry 2:
An isolated molecule of C15H23NO3, computed with ωB97M-V/def2-TZVPD.

As for the energy relative to the best compared isomer or geometry (same formula, charge and spin): 3.922 eV. The calculation puts the lowest unoccupied orbital energy at 0.029 Ha. As for the SMILES: COc1ccccc1OCCOCCN1CCCC1. The HOMO energy comes out at -8.06 eV. The gap between HOMO and LUMO comes out at 8.86 eV. For the largest force on an atom, the calculation gives 0.55 eV/Å.

```
! RIJCOSX wB97M-V def2-TZVPD def2/J DEFGRID3
* xyz 0 1
C 0.29473 4.63646 -0.09598
O 1.42158 5.00070 0.66743
C 2.20145 4.06263 1.27924
C 3.08084 4.58952 2.22182
C 3.95434 3.78821 2.92908
C 3.95320 2.42546 2.70472
C 3.09100 1.88125 1.76902
C 2.21591 2.67610 1.03772
O 1.37973 2.18603 0.05742
C 1.24015 0.79818 -0.12216
C 0.40038 0.15390 0.99743
O 0.50636 -1.24850 1.04614
C 0.00002 -1.96852 -0.05954
C -1.52566 -1.90822 -0.20353
N -1.95139 -2.63653 -1.37386
C -3.32875 -2.38451 -1.76170
C -3.59824 -3.48897 -2.77316
C -2.93006 -4.69709 -2.11460
C -1.78291 -4.08548 -1.29396
H -0.20455 5.57737 -0.32915
H -0.38590 3.99600 0.47036
H 0.57523 4.13321 -1.02325
H 3.05166 5.65632 2.37805
H 4.62325 4.22672 3.65305
H 4.62044 1.77641 3.25053
H 3.11399 0.81543 1.60884
H 0.72998 0.70425 -1.08502
H 2.21296 0.29626 -0.19319
H -0.64310 0.48159 0.90207
H 0.77459 0.49323 1.96756
H 0.31147 -2.99785 0.13095
H 0.45817 -1.63636 -0.99895
H -1.99025 -2.28714 0.72639
H -1.83713 -0.86906 -0.33928
H -4.02443 -2.46577 -0.90803
H -3.41606 -1.38268 -2.18711
H -3.10156 -3.24853 -3.71255
H -4.65921 -3.64134 -2.95990
H -3.63687 -5.20343 -1.45656
H -2.57120 -5.41832 -2.84596
H -1.81843 -4.43792 -0.25261
H -0.80574 -4.34898 -1.70777
*
```

Entry 3:
An isolated molecule of C15H23NO3S, computed with ωB97M-V/def2-TZVPD.

As for the energy relative to the best compared isomer or geometry (same formula, charge and spin): 0.415 eV. The calculation puts the lowest unoccupied orbital energy at 0.026 Ha. As for the SMILES: CC(C)Cc1ccc(S(=O)(=O)NC[C@H]2CCCO2)cc1. The HOMO energy comes out at -9.54 eV. The gap between HOMO and LUMO comes out at 10.24 eV. For the largest force on an atom, the calculation gives 0.86 eV/Å.

```
! RIJCOSX wB97M-V def2-TZVPD def2/J DEFGRID3
* xyz 0 1
C -5.65706 -0.49723 0.46470
C -5.36865 0.77516 -0.32600
C -6.59278 1.68691 -0.33463
C -4.15984 1.52526 0.26401
C -2.90059 0.71941 0.15136
C -2.23782 0.63026 -1.06957
C -1.09593 -0.14039 -1.19789
C -0.62077 -0.82583 -0.09819
S 0.86710 -1.79223 -0.22007
O 1.31351 -1.82708 -1.58696
O 0.71489 -3.03532 0.47686
N 1.91284 -0.85735 0.71378
C 2.42445 0.30315 0.01579
C 3.55337 0.98413 0.80656
C 4.88923 0.24637 0.66487
C 5.48921 0.91353 -0.57140
C 4.98114 2.34876 -0.43137
O 3.76997 2.29320 0.31011
C -1.25708 -0.75296 1.12438
C -2.39745 0.02091 1.24538
H -6.50557 -1.02461 0.03517
H -4.79734 -1.16295 0.45179
H -5.89353 -0.25603 1.49909
H -5.12917 0.49684 -1.35799
H -6.40558 2.58228 -0.92321
H -6.84797 1.98936 0.67886
H -7.44817 1.16942 -0.76234
H -4.03707 2.46649 -0.27617
H -4.36411 1.75595 1.31089
H -2.61935 1.17171 -1.92279
H -0.56664 -0.22743 -2.13359
H 2.64229 -1.45322 1.08036
H 1.59610 1.00984 -0.08678
H 2.77007 0.03396 -0.99068
H 3.22923 1.07088 1.85058
H 5.51465 0.43229 1.53875
H 4.75917 -0.82699 0.54426
H 5.09490 0.45551 -1.47842
H 6.57517 0.86347 -0.59623
H 5.69786 2.96809 0.12408
H 4.78087 2.82563 -1.39466
H -0.85276 -1.30856 1.95481
H -2.90411 0.08542 2.19694
*
```

Entry 4:
A structure of composition C15H24AsF3N2OPdS, computed with ωB97M-V/def2-TZVPD.

As for the energy relative to the best compared isomer or geometry (same formula, charge and spin): 0.553 eV. The calculation puts the lowest unoccupied orbital energy at 0.000 Ha. The HOMO energy comes out at -6.82 eV. The gap between HOMO and LUMO comes out at 6.82 eV. For the largest force on an atom, the calculation gives 0.98 eV/Å.

```
! RIJCOSX wB97M-V def2-TZVPD def2/J DEFGRID3
* xyz 0 1
Pd -0.85041 0.47618 -0.26173
F 2.27796 -0.47587 6.27050
C 0.99976 -0.75731 5.98467
F 0.77800 -2.03455 6.33513
F 0.23190 0.00791 6.78070
C 0.67413 -0.52259 4.53249
C 1.56335 0.12049 3.69237
C 1.18999 0.32366 2.37148
N 0.01276 -0.07065 1.88974
C -0.83804 -0.69318 2.70997
C -0.55082 -0.94514 4.03825
H 2.52728 0.45359 4.04793
H 1.84807 0.80110 1.65796
H -1.77852 -1.00504 2.27388
H -1.26133 -1.45901 4.67055
S -2.00395 -0.35171 -2.03489
C -1.59069 3.28605 -2.01619
As -2.44548 1.94755 -0.90682
C -2.88941 2.96676 0.70130
C -4.20002 1.87465 -1.71274
H -2.26044 4.12984 -2.18275
H -1.33238 2.81924 -2.96426
H -0.68002 3.62073 -1.52092
H -3.53214 3.80988 0.44742
H -1.97301 3.32886 1.16534
H -3.40643 2.31269 1.40122
H -4.64534 2.87188 -1.68841
H -4.81873 1.17268 -1.15811
H -4.08951 1.51292 -2.72881
O 1.69785 0.63727 -0.58103
C 2.06995 0.48128 -1.75169
C 3.53826 0.47141 -2.11590
C 4.04272 -0.94781 -2.48254
C 2.94606 -1.94148 -2.87281
C 2.15115 -1.56818 -4.12281
C 1.61891 -0.12947 -4.08697
N 1.20655 0.29178 -2.76077
H 4.08480 0.86522 -1.26213
H 3.69495 1.15845 -2.94929
H 4.57506 -1.35802 -1.62305
H 4.77375 -0.86946 -3.29105
H 2.25371 -2.05161 -2.03341
H 3.39610 -2.92526 -3.02091
H 1.31568 -2.26373 -4.22392
H 2.77408 -1.68275 -5.01462
H 0.75184 -0.02825 -4.73861
H 2.37678 0.55998 -4.46384
H 0.22466 0.13001 -2.50102
*
```

Entry 5:
A cluster of 3 separate species, C15H24BClO12 in total in a non-equilibrium geometry, computed with ωB97M-V/def2-TZVPD.

The calculation puts the lowest unoccupied orbital energy at 0.008 Ha. As for the SMILES: COB(O)[C@@]1(CCCO)OC(=O)O[C@@H]1Cl.C[C@@H]1COC(=O)O1.C[C@@H]1COC(=O)O1. The HOMO energy comes out at -10.42 eV. The gap between HOMO and LUMO comes out at 10.63 eV. For the largest force on an atom, the calculation gives 2.74 eV/Å.

```
! RIJCOSX wB97M-V def2-TZVPD def2/J DEFGRID3
* xyz 0 1
C -2.81866 1.56774 0.68202
O -1.39124 1.47054 0.62228
B -0.74093 2.25640 -0.23866
O -1.42686 3.16805 -1.04125
C 0.85222 2.16449 -0.42225
C 1.72489 3.23584 0.22530
C 1.21205 3.87475 1.51215
C 1.10383 2.94074 2.71224
O -0.27907 2.75468 2.99086
O 1.28234 0.85351 0.06076
C 2.20426 0.36881 -0.78989
O 2.89445 -0.62081 -0.58908
O 2.26186 1.11784 -1.91913
C 1.11820 1.97077 -1.91010
Cl 1.39977 3.41546 -2.87360
H -3.11305 2.55494 1.00588
H -3.28215 1.32252 -0.25486
H -3.15409 0.84472 1.40925
H -1.75176 2.77143 -1.84794
H 1.97413 4.02101 -0.47367
H 2.66456 2.74884 0.47255
H 0.28175 4.41282 1.37354
H 1.95132 4.62249 1.78041
H 1.55240 3.43383 3.57045
H 1.61188 2.00021 2.52077
H -0.35902 2.13943 3.71924
H 0.33193 1.44817 -2.44272
C 4.27049 -2.97442 -2.13470
C 5.39300 -3.72198 -1.46192
C 6.59035 -2.87154 -1.10956
O 7.66408 -3.82215 -1.15481
C 7.30745 -4.79782 -2.02842
O 8.04482 -5.62182 -2.45446
O 5.99492 -4.69318 -2.34430
H 3.99376 -2.08765 -1.55824
H 4.56037 -2.67592 -3.14330
H 3.38942 -3.60992 -2.22887
H 5.02252 -4.25713 -0.58353
H 6.52082 -2.42216 -0.12243
H 6.78250 -2.09168 -1.85043
C -7.60028 -2.08078 1.90213
C -6.80474 -1.61172 0.70833
C -5.30602 -1.64860 0.89299
O -4.86157 -0.59614 0.02288
C -5.88063 0.30264 -0.06523
O -5.77970 1.38767 -0.53036
O -7.01839 -0.21182 0.45356
H -7.25001 -3.05602 2.23982
H -7.51769 -1.36602 2.72074
H -8.65684 -2.16413 1.65142
H -7.10050 -2.16228 -0.18840
H -4.86402 -2.59681 0.59828
H -4.99912 -1.40786 1.91423
*
```

Entry 6:
A cluster of 2 separate species, C15H24BNO9P2 in total in a non-equilibrium geometry, computed with ωB97M-V/def2-TZVPD.

The calculation puts the lowest unoccupied orbital energy at -0.011 Ha. As for the SMILES: CB(O)c1ccc2c(c1)C(=O)N(P(O)O)C2=O.CCOP(=O)(OCC)OCC. The HOMO energy comes out at -9.25 eV. The gap between HOMO and LUMO comes out at 8.95 eV. For the largest force on an atom, the calculation gives 7.39 eV/Å.

```
! RIJCOSX wB97M-V def2-TZVPD def2/J DEFGRID3
* xyz 0 1
C -0.11768 -1.99643 -0.20714
B 1.15910 -2.79508 0.31273
O 1.11636 -3.45458 1.53262
C 2.42849 -2.81672 -0.65352
C 3.58762 -2.08782 -0.40000
C 4.66579 -2.10540 -1.29651
C 4.52183 -2.88459 -2.41609
C 3.36433 -3.64859 -2.67804
C 2.30440 -3.62899 -1.79609
C 3.56989 -4.38084 -4.00946
O 3.10093 -5.38811 -4.44130
N 4.58117 -3.55262 -4.68617
P 3.60286 -2.26363 -5.47230
O 2.01664 -2.74806 -5.38983
O 3.74481 -0.86051 -4.59586
C 5.44937 -3.12726 -3.61202
O 6.64169 -3.02845 -3.66590
H -1.01103 -2.17066 0.40669
H 0.12006 -0.92720 -0.29707
H -0.37560 -2.33874 -1.22704
H 0.43994 -4.14022 1.44932
H 3.69261 -1.47633 0.49536
H 5.57937 -1.53399 -1.14990
H 1.41072 -4.21870 -1.99892
H 1.58601 -2.42225 -4.58155
H 3.09802 -0.82680 -3.86981
C -5.46303 2.36605 3.51808
C -4.21832 1.55157 3.82362
O -3.38357 1.41654 2.68125
P -2.52353 2.71246 2.15583
O -1.65799 3.03328 3.32988
O -1.44433 1.95299 1.18725
C -0.04093 2.05230 1.41234
C 0.45383 0.87898 2.23296
O -3.48515 2.91053 0.80321
C -4.10826 4.18332 0.57514
C -3.14386 5.34392 0.71633
H -5.20572 3.41865 3.35735
H -6.17270 2.31890 4.34483
H -5.94918 2.00378 2.61130
H -3.66232 1.99653 4.65338
H -4.50725 0.54452 4.12598
H 0.21730 3.00316 1.87775
H 0.44083 2.03849 0.43111
H -0.08997 0.78553 3.17311
H 1.51755 0.98289 2.45717
H 0.30088 -0.05420 1.68923
H -4.95788 4.30331 1.25354
H -4.50738 4.15983 -0.43939
H -2.81438 5.45783 1.75627
H -3.61874 6.27744 0.41419
H -2.25360 5.18395 0.10611
*
```

| no. | DFT total energy (Eh) |
| --- | --- |
| 1 | -790.57815 |
| 2 | -865.77695 |
| 3 | -1264.02310 |
| 4 | -3832.18572 |
| 5 | -1974.01281 |
| 6 | -2025.55016 |